Entry 1:
Below is C6H5NO in the gas phase, with properties calculated with ωB97M-V/def2-TZVPD.

Each line ends with the natural charge from an NBO analysis.
CARTESIAN COORDINATES (ANGSTROEM)
O (3.59299, 0.50242, -0.07633)  -0.433
C (2.55884, -0.02122, -0.07791)  0.737
C (1.45518, -0.74322, 0.05400)  -0.555
C (0.13138, -0.34362, -0.09165)  -0.037
C (-0.89307, -1.19537, -0.07999)  -0.067
N (-2.15325, -0.54706, -0.02848)  -0.394
C (-1.93211, 0.71406, 0.02370)  0.070
C (-0.47207, 1.02018, -0.04428)  -0.536
H (1.54564, -1.83956, 0.37037)  0.282
H (-0.76926, -2.22332, -0.09484)  0.193
H (-2.86040, 1.23349, 0.08503)  0.211
H (-0.12086, 1.75944, -0.75902)  0.266
H (-0.08303, 1.68378, 0.71938)  0.264

Its net charge is 0. For the HOMO energy, the calculation gives -8.002 eV. The structure (SMILES) is O=C=CC1=CN=CC1. As for the multiplicity: 1. The value obtained for the frontier orbital gap is 0.30734 hartree.


Entry 2:
Below is a molecular structure, C18H32Cl2IrO2Sb2Se2, with properties calculated with ωB97M-V/def2-TZVPD.

Each line ends with the natural charge from an NBO analysis.
CARTESIAN COORDINATES (ANGSTROEM)
Ir (0.28019, 0.64542, 0.61603)  -0.030
Cl (0.15516, -2.29832, -0.85299)  -0.021
C (-1.16261, -1.84192, -1.96551)  -0.380
Cl (-1.61717, -0.15890, -1.73175)  0.014
H (-2.01103, -2.47721, -1.74310)  0.247
H (-0.80288, -1.97570, -2.97826)  0.253
C (-0.24586, -0.32550, 4.31860)  -0.992
Sb (-0.44782, -1.16349, 2.38805)  1.255
C (-2.46902, -1.78036, 2.36259)  -0.967
C (0.67308, -2.98432, 2.60887)  -0.730
C (1.63524, -2.81306, 3.73697)  -0.063
C (1.31051, -3.25820, 5.01282)  -0.194
C (2.16008, -3.03349, 6.08803)  -0.178
C (3.35102, -2.35374, 5.89156)  -0.191
C (3.69119, -1.92026, 4.61758)  -0.187
C (2.84715, -2.14076, 3.53234)  -0.077
C (3.28494, -1.71605, 2.16231)  -0.735
Sb (2.71237, 0.18045, 1.33797)  1.420
C (3.89473, 0.09460, -0.41709)  -0.988
C (3.59664, 1.69329, 2.50844)  -0.979
H (-0.61847, -1.03003, 5.05916)  0.258
H (-0.81645, 0.60032, 4.37378)  0.252
H (0.80203, -0.12214, 4.53196)  0.246
H (-2.61993, -2.38699, 3.25465)  0.252
H (-2.67904, -2.37263, 1.47477)  0.249
H (-3.12605, -0.91491, 2.39071)  0.256
H (1.18833, -3.19271, 1.67490)  0.236
H (-0.04153, -3.79202, 2.76705)  0.264
H (0.38323, -3.79818, 5.16979)  0.223
H (1.89359, -3.39640, 7.07155)  0.239
H (4.02532, -2.18024, 6.71906)  0.239
H (4.64431, -1.42689, 4.46082)  0.218
H (2.99418, -2.43294, 1.39350)  0.244
H (4.37338, -1.63204, 2.11071)  0.261
H (4.94366, 0.14916, -0.12661)  0.259
H (3.66254, 0.91865, -1.08562)  0.256
H (3.70881, -0.85137, -0.92350)  0.255
H (4.67453, 1.60553, 2.37940)  0.259
H (3.34073, 1.57113, 3.55865)  0.259
H (3.25016, 2.65739, 2.14341)  0.256
O (1.10724, 4.03635, 1.93129)  -0.747
C (0.31187, 5.11098, 1.44069)  -0.071
C (-0.62402, 4.61404, 0.34868)  -0.123
C (-1.38218, 5.85922, -0.16121)  -0.050
O (-2.25667, 5.43874, -1.18820)  -0.733
C (-1.67948, 3.62441, 0.81988)  -0.584
Se (-1.20392, 1.98785, 1.79438)  0.279
C (0.12663, 4.04429, -0.85847)  -0.595
Se (1.23982, 2.48443, -0.54903)  0.379
H (1.63256, 4.36228, 2.66897)  0.497
H (0.95344, 5.89493, 1.02518)  0.191
H (-0.28121, 5.55175, 2.24761)  0.195
H (-0.65658, 6.59318, -0.52818)  0.185
H (-1.93056, 6.30660, 0.67433)  0.186
H (-2.76174, 6.18834, -1.51959)  0.500
H (-2.24726, 3.28647, -0.04196)  0.254
H (-2.37416, 4.10318, 1.51365)  0.254
H (0.81191, 4.78290, -1.27465)  0.252
H (-0.58302, 3.76136, -1.63609)  0.275

Its net charge is +2. For the HOMO energy (alpha / beta), the calculation gives -13.774 / -13.780 eV. As for the multiplicity: 2. The value obtained for the frontier orbital gap (alpha / beta) is 0.21321 / 0.21354 hartree.


Entry 3:
Below is 12 unconnected molecules or ions with the total composition C22H68O23, with properties calculated with ωB97M-V/def2-TZVPD.

Each line ends with the Mulliken charge.
CARTESIAN COORDINATES (ANGSTROEM)
O (1.14935, -4.31910, -0.11181)  -0.422
C (0.80635, -4.68310, 1.20719)  -0.850
C (0.55335, -3.43410, 1.98819)  0.486
O (0.15135, -3.77110, 3.33519)  -0.564
H (2.00935, -3.88710, -0.13081)  0.368
H (-0.06065, -5.34510, 1.28919)  0.427
H (1.66435, -5.16910, 1.63119)  0.356
H (-0.06665, -2.73410, 1.36919)  -0.381
H (1.42435, -2.81210, 2.05019)  0.325
H (-0.69565, -4.12610, 3.28219)  0.353
O (-3.82065, 0.28690, 3.66719)  -0.601
C (-4.38965, 0.10490, 2.39119)  0.539
C (-4.93465, 1.47990, 1.94919)  -0.255
O (-5.42465, 1.61190, 0.60819)  -0.651
H (-3.46665, -0.55810, 3.85719)  0.295
H (-3.55165, -0.30010, 1.77119)  -0.591
H (-5.18065, -0.61910, 2.32619)  0.468
H (-4.18265, 2.30590, 1.97719)  0.023
H (-5.87565, 1.69790, 2.56419)  0.332
H (-5.70765, 2.50290, 0.49519)  0.321
O (5.24535, 2.80890, -0.95881)  -0.653
C (4.34835, 1.89190, -0.34481)  -0.047
C (3.38435, 2.91790, 0.26419)  -0.374
O (2.28735, 2.14890, 0.69619)  -0.432
H (4.95235, 3.09890, -1.85581)  0.343
H (3.88435, 1.32190, -1.17281)  -0.342
H (4.68735, 1.21590, 0.35919)  0.579
H (3.01235, 3.47090, -0.56081)  0.071
H (3.90435, 3.51690, 1.00119)  0.395
H (2.19035, 1.45490, 0.09219)  0.138
O (-2.79765, 4.12190, -3.12381)  -0.527
C (-3.37865, 2.90990, -2.85081)  -0.836
C (-2.91365, 2.50790, -1.48881)  0.879
O (-3.46365, 1.24090, -1.16081)  -0.500
H (-2.78565, 4.23390, -4.07081)  0.319
H (-4.43365, 2.95090, -3.02481)  0.339
H (-2.95265, 2.12790, -3.48281)  0.385
H (-3.22765, 3.30090, -0.84281)  0.162
H (-1.79465, 2.42890, -1.43581)  -0.563
H (-4.16665, 1.34890, -0.51281)  0.313
O (1.53935, 4.85190, -3.23481)  -0.588
C (0.75635, 3.92190, -2.45981)  -0.498
C (0.86435, 2.52090, -3.04981)  0.268
O (2.19035, 2.23790, -2.68081)  -0.623
H (1.10935, 5.70090, -3.26281)  0.372
H (0.94535, 3.86190, -1.40481)  -0.020
H (-0.33465, 4.12290, -2.55981)  0.539
H (0.73735, 2.56990, -4.16481)  0.234
H (0.15135, 1.82190, -2.61681)  -0.289
H (2.61635, 3.07190, -2.89381)  0.376
O (-0.48565, -0.53310, 3.46019)  -0.159
C (0.84835, -0.53010, 3.88419)  -0.228
C (0.82835, -0.95710, 5.33519)  -0.992
O (-0.00165, -0.04510, 6.08819)  -0.505
H (-0.89565, -1.34110, 3.79519)  0.140
H (1.47035, -1.27110, 3.41919)  -0.305
H (1.11435, 0.49790, 3.68719)  0.707
H (1.88735, -0.92510, 5.73319)  0.340
H (0.60135, -1.99810, 5.43819)  0.462
H (0.53635, 0.75790, 6.14519)  0.324
O (5.34935, -4.09010, -2.20581)  -0.539
C (5.62535, -2.97410, -1.38381)  -0.533
C (4.40235, -2.19210, -1.04881)  0.371
O (3.64235, -3.15010, -0.33781)  -0.486
H (4.52335, -4.45110, -1.90781)  0.322
H (6.00835, -3.26510, -0.43681)  0.307
H (6.55035, -2.48410, -1.78481)  0.381
H (3.81435, -1.81210, -1.93581)  0.039
H (4.70335, -1.30310, -0.40181)  -0.226
H (4.09435, -3.17910, 0.54719)  0.242
O (-2.58065, -1.98610, -0.96681)  -0.195
C (-3.49565, -2.70610, -0.24981)  -0.679
C (-2.74765, -3.44610, 0.87419)  0.543
O (-3.67965, -4.22710, 1.57919)  -0.632
H (-2.25065, -1.42610, -0.24681)  -0.680
H (-4.22465, -2.00210, 0.18819)  0.083
H (-4.07565, -3.28910, -1.01081)  0.432
H (-2.29665, -2.74910, 1.58319)  -0.284
H (-1.94565, -3.99810, 0.46219)  0.244
H (-3.11365, -4.69310, 2.20419)  0.356
O (-1.00365, -0.41410, 0.71219)  1.719
C (-0.13265, 0.09890, -0.25981)  1.671
C (1.16635, -0.66910, -0.24981)  1.048
O (1.96235, -0.12710, -1.31181)  0.903
H (-0.73665, -0.28310, 1.62019)  -0.591
H (-0.63865, -0.04310, -1.20281)  -0.158
H (-0.16265, 1.12290, 0.03419)  -0.514
H (0.92235, -1.77010, -0.37081)  -1.875
H (1.67735, -0.65210, 0.71819)  0.363
H (1.43135, -0.05610, -2.10181)  -0.632
O (0.90035, -1.02110, -3.59681)  -0.415
C (-0.26665, -1.74410, -3.77081)  -0.503
C (-0.17865, -2.98010, -2.84881)  0.289
O (-1.24465, -3.86410, -2.90281)  -0.719
H (1.67435, -1.43210, -3.97681)  0.270
H (-1.08265, -1.13110, -3.54381)  0.256
H (-0.45065, -2.20010, -4.73581)  0.302
H (-0.18265, -2.76710, -1.75981)  -0.318
H (0.78635, -3.45410, -2.95181)  0.429
H (-2.02965, -3.45610, -2.42381)  0.356
O (-2.68065, 4.89790, 1.33219)  -0.546
C (-1.74365, 4.30690, 2.19519)  -1.050
C (-1.14165, 3.09090, 1.46419)  1.033
O (-0.19365, 2.54390, 2.38219)  -0.535
H (-3.42865, 5.19590, 1.89419)  0.317
H (-0.94965, 4.96990, 2.53819)  0.388
H (-2.27965, 4.02190, 3.07319)  0.523
H (-0.59965, 3.47890, 0.59619)  -0.171
H (-1.92565, 2.38490, 1.18019)  -0.360
H (-0.67965, 2.11490, 3.11219)  0.274
O (3.96635, 0.45090, -3.66881)  -0.650
H (3.33735, 0.90190, -3.18381)  0.311
H (4.74235, 0.31990, -3.21381)  0.337

Its net charge is 0. For the HOMO energy, the calculation gives -9.328 eV. The structure (SMILES) is OCCO.OCCO.OCCO.OCCO.OCCO.OCCO.OCCO.OCCO.OCCO.OCCO.OCCO.O. As for the multiplicity: 1. The value obtained for the frontier orbital gap is 0.34246 hartree.


Entry 4:
Below is a molecular structure, C28H34N2OS2Sb2W, with properties calculated with ωB97M-V/def2-TZVPD.

Each line ends with the natural charge from an NBO analysis.
CARTESIAN COORDINATES (ANGSTROEM)
W (1.66950, -0.55190, 0.52770)  1.032
C (-0.07379, -3.95580, 2.96670)  -0.705
C (0.61751, -3.19780, 1.87910)  0.432
N (0.87745, -1.91205, 2.01032)  -0.449
N (0.43948, -1.38723, 3.22391)  -0.321
C (0.64646, -0.14761, 3.43985)  -0.060
S (1.47229, 0.94125, 2.29030)  -0.050
S (0.28591, 0.43650, 5.04152)  0.392
C (-0.24937, 2.13505, 4.67725)  -0.557
C (-1.49856, 2.21304, 3.84867)  -0.070
C (-2.69224, 1.65717, 4.29910)  -0.156
C (-3.84491, 1.75990, 3.53992)  -0.209
C (-3.82500, 2.43391, 2.32645)  -0.213
C (-2.64302, 2.99964, 1.87299)  -0.216
C (-1.47973, 2.87594, 2.62338)  -0.239
C (1.00429, -3.93543, 0.67836)  -0.242
C (0.61302, -5.28235, 0.53544)  -0.068
C (0.96311, -6.03097, -0.56581)  -0.231
C (1.73904, -5.47028, -1.57402)  -0.117
C (2.16426, -4.16006, -1.47201)  -0.249
C (1.79843, -3.40530, -0.36234)  0.330
O (2.24935, -2.12577, -0.35334)  -0.703
H (-0.35763, -3.32148, 3.79481)  0.281
H (0.59199, -4.74316, 3.32390)  0.269
H (-0.96071, -4.44202, 2.56144)  0.253
H (0.56123, 2.70242, 4.21864)  0.239
H (-0.39016, 2.54618, 5.67922)  0.268
H (-2.72125, 1.14671, 5.25353)  0.223
H (-4.76950, 1.33594, 3.90669)  0.234
H (-4.73655, 2.54646, 1.75464)  0.231
H (-2.63977, 3.57542, 0.95626)  0.217
H (-0.56362, 3.35668, 2.29449)  0.213
H (0.02770, -5.76297, 1.30207)  0.225
H (0.64130, -7.05950, -0.63708)  0.246
H (2.02405, -6.05931, -2.43474)  0.245
H (2.78875, -3.70837, -2.22955)  0.243
C (4.53911, 2.34267, -1.07393)  -0.934
Sb (2.70421, 1.30330, -1.24054)  1.134
C (2.83100, 0.41704, -3.16178)  -0.953
C (1.28419, 2.90347, -1.52869)  -0.711
C (0.34341, 2.62579, -2.65564)  -0.092
C (0.73444, 2.95973, -3.95199)  -0.195
C (-0.08208, 2.71398, -5.04022)  -0.180
C (-1.32458, 2.12736, -4.84864)  -0.190
C (-1.73731, 1.81047, -3.56700)  -0.212
C (-0.92228, 2.05063, -2.46102)  0.008
C (-1.46874, 1.73862, -1.09932)  -0.732
Sb (-0.85445, -0.16977, -0.33864)  1.280
C (-2.26938, -0.77268, 1.11274)  -0.957
C (-1.23261, -1.46549, -1.96878)  -0.974
H (4.50647, 3.01231, -0.21759)  0.256
H (4.65751, 2.91755, -1.99010)  0.254
H (5.36510, 1.64583, -0.96193)  0.259
H (2.96769, 1.18919, -3.91574)  0.257
H (1.91580, -0.13313, -3.37606)  0.241
H (3.67766, -0.26709, -3.17469)  0.255
H (1.88646, 3.79140, -1.72461)  0.262
H (0.77887, 3.05567, -0.57484)  0.237
H (1.69174, 3.44449, -4.10706)  0.218
H (0.24320, 2.99306, -6.03236)  0.239
H (-1.97898, 1.94447, -5.68886)  0.239
H (-2.72425, 1.39071, -3.41533)  0.217
H (-2.55349, 1.62958, -1.14177)  0.258
H (-1.24534, 2.49443, -0.34761)  0.255
H (-3.25677, -0.50539, 0.74058)  0.261
H (-2.09292, -0.27913, 2.06712)  0.267
H (-2.19698, -1.85436, 1.21916)  0.246
H (-2.30296, -1.46222, -2.16761)  0.260
H (-0.91414, -2.47583, -1.71298)  0.253
H (-0.69891, -1.11950, -2.85200)  0.257

Its net charge is +2. For the HOMO energy (alpha / beta), the calculation gives -13.779 / -13.826 eV. As for the multiplicity: 3. The value obtained for the frontier orbital gap (alpha / beta) is 0.22857 / 0.23090 hartree.


Number 1: maximum force 2.9 eV/Å. Number 2: maximum force 0.7 eV/Å. Number 3: maximum force 4.9 eV/Å. Number 4: maximum force 0.6 eV/Å.